1.
{"formula": "C3H11N3S", "method": "wB97M-V/def2-TZVPD", "total_charge": 0, "gap_ev": 8.49, "lumo_ev": 0.211, "de_lowest_ev": 2.4413, "e_tot_ha": -683.2757, "symbols": ["C", "C", "S", "H", "H", "H", "H", "H", "N", "C", "N", "N", "H", "H", "H", "H", "H", "H"], "xyz": [[-0.120, -1.598, -2.318], [1.223, -1.498, -1.601], [0.967, -1.309, 0.262], [-0.768, -0.758, -1.950], [-0.616, -2.523, -1.959], [-0.130, -1.539, -3.408], [2.033, -0.787, -1.957], [1.768, -2.475, -1.676], [-1.441, 0.496, 2.021], [-0.669, 1.408, 1.377], [-0.634, 1.755, 0.041], [-0.032, 2.387, 2.157], [-1.648, 0.618, 3.047], [-1.769, -0.210, 1.315], [2.153, -0.083, 0.527], [-1.475, 1.207, -0.278], [0.574, 1.971, 2.871], [0.585, 2.938, 1.530]], "forces_ev_per_a": [[-0.99, 0.95, 1.29], [2.00, -0.88, 0.25], [3.08, 2.73, -0.41], [0.52, -0.61, -0.43], [0.21, 0.39, -0.49], [0.41, -0.25, 0.13], [-1.63, -0.32, 0.37], [-0.60, 0.66, -0.03], [0.17, -0.48, -0.61], [0.19, 4.18, -3.47], [-2.00, -2.97, 3.83], [1.62, -0.84, 0.34], [0.13, -0.67, -2.10], [0.00, 0.66, 2.12], [-2.94, -2.91, -0.64], [1.08, 0.55, -0.64], [-0.36, 0.21, 0.00], [-0.89, -0.40, 0.52]], "nbo_charge": [-0.64, -0.50, -0.11, 0.22, 0.21, 0.23, 0.23, 0.20, -0.86, 0.57, -0.79, -0.83, 0.43, 0.42, 0.16, 0.30, 0.36, 0.40]}

***

2.
{"formula": "C8H11MnN2O", "method": "wB97M-V/def2-TZVPD", "total_charge": 1, "gap_ev": [2.70, 2.48], "lumo_ev": [-8.041, -8.190], "multiplicity": 6, "e_tot_ha": -1646.8100, "symbols": ["Mn", "O", "H", "N", "C", "C", "C", "C", "H", "H", "H", "H", "H", "N", "C", "C", "C", "C", "H", "H", "H", "H", "H"], "xyz": [[0.547, 3.616, 2.121], [0.650, 1.909, 1.236], [-0.130, 1.454, 0.885], [-0.325, -0.614, 2.281], [-0.693, -1.401, 1.222], [-1.317, -2.523, 1.695], [-1.392, -2.367, 3.102], [-0.739, -1.185, 3.438], [0.253, 0.207, 2.174], [-0.365, -1.102, 0.239], [-1.646, -3.387, 1.146], [-1.800, -3.060, 3.819], [-0.620, -0.753, 4.416], [0.849, 1.030, -1.617], [0.772, -0.147, -2.337], [0.704, 0.117, -3.662], [0.705, 1.531, -3.784], [0.839, 2.066, -2.532], [0.958, 1.089, -0.619], [0.797, -1.120, -1.872], [0.373, -0.576, -4.418], [0.632, 2.116, -4.687], [0.948, 3.099, -2.248]], "forces_ev_per_a": [[0.08, -2.18, -1.20], [-0.10, 2.26, 1.15], [-0.30, 0.29, 0.03], [0.11, 0.52, -0.28], [0.57, -0.02, -0.50], [-0.07, 0.24, 0.32], [0.66, 0.54, 0.49], [-0.94, -1.18, 0.29], [-0.08, -0.47, 0.39], [-0.17, -0.23, -0.13], [-0.12, 0.14, -0.19], [-0.08, 0.00, -0.07], [0.20, 0.15, -0.09], [0.14, -0.48, -0.89], [0.17, -0.61, 1.00], [-1.04, 0.61, -0.30], [0.23, 0.42, -0.08], [-0.10, -0.01, 0.17], [0.39, 0.11, -0.35], [-0.09, 0.15, 0.23], [0.56, -0.15, -0.10], [0.02, -0.09, -0.01], [-0.05, -0.02, 0.13]], "nbo_charge": [1.70, -1.22, 0.51, -0.53, -0.10, -0.27, -0.28, -0.09, 0.40, 0.20, 0.24, 0.23, 0.21, -0.54, -0.06, -0.29, -0.28, -0.09, 0.40, 0.21, 0.24, 0.23, 0.19]}

***

3.
{"formula": "C3H12Si4", "method": "wB97M-V/def2-TZVPD", "total_charge": 0, "gap_ev": [6.59, 6.51], "lumo_ev": [-1.683, -1.661], "de_lowest_ev": 1.8614, "e_tot_ha": -1279.2419, "symbols": ["C", "C", "C", "Si", "Si", "Si", "Si", "H", "H", "H", "H", "H", "H", "H", "H", "H", "H", "H", "H"], "xyz": [[-0.983, -1.508, -1.225], [-0.754, -1.264, 0.078], [-2.172, -0.739, -1.836], [0.814, -1.912, 0.894], [0.681, 3.665, 0.812], [1.808, -0.016, 1.792], [1.866, 1.863, 0.311], [-0.489, -2.119, -2.000], [-1.400, -0.693, 0.563], [-3.020, -0.708, -1.254], [-2.565, -1.291, -2.743], [-1.876, 0.344, -2.118], [0.782, -3.334, 1.394], [1.622, -2.028, -0.206], [1.325, 4.899, 0.306], [1.078, 3.895, 2.137], [1.338, 0.760, 2.877], [2.960, -0.508, 2.302], [0.928, 1.275, -0.733]], "forces_ev_per_a": [[-1.83, 1.52, -0.10], [3.54, -3.90, -2.59], [1.85, 0.05, -2.97], [-2.01, 0.24, 0.80], [0.46, 0.16, -0.65], [-1.66, 0.73, -1.36], [-1.09, -1.53, -0.70], [0.44, 0.22, 1.16], [-2.82, 2.57, 2.01], [-1.65, 0.28, 1.95], [0.72, 0.83, 0.52], [-0.44, -1.81, 0.26], [-0.10, 0.65, 0.49], [1.83, -0.30, -2.07], [-0.43, 0.22, -0.68], [0.23, 0.35, 2.12], [-1.00, 0.44, 1.37], [3.06, -0.84, 0.88], [0.89, 0.11, -0.42]], "nbo_charge": [-0.13, -0.60, -0.65, 0.67, 0.31, 0.21, 0.22, 0.21, 0.20, 0.21, 0.21, 0.22, -0.12, -0.18, -0.13, -0.20, -0.13, -0.15, -0.16]}

***

4.
{"formula": "C49H39N2OP2W", "method": "wB97M-V/def2-TZVPD", "total_charge": 1, "gap_ev": [6.38, 6.38], "lumo_ev": [-3.280, -3.284], "de_lowest_ev": 0.0164, "e_tot_ha": -2824.9298, "symbols": ["W", "O", "C", "C", "C", "C", "C", "C", "C", "N", "C", "C", "N", "H", "H", "H", "H", "H", "H", "H", "C", "C", "C", "C", "C", "C", "C", "C", "C", "C", "C", "C", "C", "C", "C", "H", "H", "H", "H", "H", "H", "H", "H", "H", "H", "C", "P", "C", "C", "C", "C", "C", "C", "C", "C", "C", "C", "C", "C", "P", "C", "C", "C", "C", "C", "C", "C", "C", "C", "C", "C", "C", "H", "H", "H", "H", "H", "H", "H", "H", "H", "H", "H", "H", "H", "H", "H", "H", "H", "H", "H", "H", "H", "H"], "xyz": [[-0.552, 0.253, 0.317], [-1.220, -0.552, -1.264], [-2.515, -0.837, -1.562], [-2.790, -1.994, -2.278], [-4.095, -2.319, -2.593], [-5.143, -1.492, -2.201], [-4.871, -0.337, -1.497], [-3.558, 0.018, -1.171], [-3.302, 1.251, -0.435], [-2.222, 1.557, 0.281], [-2.401, 2.822, 0.798], [-3.607, 3.287, 0.394], [-4.156, 2.293, -0.380], [-1.963, -2.630, -2.559], [-4.299, -3.229, -3.142], [-6.165, -1.753, -2.437], [-5.693, 0.281, -1.156], [-1.646, 3.289, 1.406], [-4.107, 4.222, 0.570], [-5.037, 2.340, -0.862], [0.714, 1.616, -0.105], [1.529, 2.550, -0.400], [2.364, 3.534, -0.706], [2.613, 3.870, -2.123], [1.624, 3.659, -3.085], [1.874, 3.933, -4.417], [3.117, 4.416, -4.807], [4.108, 4.622, -3.858], [3.859, 4.356, -2.522], [3.009, 4.285, 0.394], [3.367, 3.632, 1.573], [3.938, 4.340, 2.617], [4.152, 5.707, 2.498], [3.793, 6.363, 1.328], [3.228, 5.658, 0.279], [0.654, 3.289, -2.774], [1.098, 3.775, -5.154], [3.312, 4.631, -5.849], [5.080, 4.990, -4.159], [4.638, 4.506, -1.786], [3.205, 2.565, 1.657], [4.227, 3.825, 3.524], [4.601, 6.259, 3.312], [3.954, 7.429, 1.233], [2.942, 6.172, -0.630], [-1.996, -2.850, 2.785], [-2.084, -1.268, 1.855], [-3.785, -0.698, 2.158], [-4.141, 0.568, 2.616], [-5.478, 0.931, 2.713], [-6.476, 0.040, 2.352], [-6.132, -1.219, 1.877], [-4.799, -1.580, 1.773], [-0.848, -0.128, 2.484], [-0.919, 0.808, 3.593], [0.195, 1.414, 4.049], [1.493, 1.089, 3.512], [1.633, 0.108, 2.600], [0.488, -0.583, 2.026], [-0.633, -3.997, 2.271], [-1.061, -5.483, 3.251], [-2.034, -5.541, 4.243], [-2.264, -6.725, 4.934], [-1.527, -7.860, 4.641], [-0.548, -7.809, 3.656], [-0.311, -6.628, 2.976], [-1.257, -4.524, 0.625], [-2.510, -5.112, 0.447], [-2.898, -5.576, -0.798], [-2.032, -5.471, -1.881], [-0.786, -4.889, -1.717], [-0.404, -4.410, -0.469], [-2.961, -3.344, 2.654], [-1.888, -2.604, 3.843], [-3.385, 1.289, 2.884], [-5.736, 1.916, 3.083], [-7.517, 0.322, 2.441], [-6.902, -1.919, 1.580], [-4.549, -2.552, 1.363], [-1.863, 0.980, 4.091], [0.129, 2.104, 4.880], [2.366, 1.581, 3.919], [2.618, -0.217, 2.287], [0.647, -1.642, 1.812], [-2.625, -4.670, 4.495], [-3.023, -6.754, 5.705], [-1.710, -8.780, 5.179], [0.036, -8.691, 3.425], [0.462, -6.594, 2.216], [-3.169, -5.248, 1.299], [-3.866, -6.047, -0.921], [-2.326, -5.860, -2.848], [-0.104, -4.816, -2.555], [0.580, -3.975, -0.335]], "forces_ev_per_a": [[-0.16, -0.01, 0.03], [-0.05, -0.04, -0.15], [-0.02, 0.05, 0.05], [0.00, 0.02, 0.00], [0.01, 0.01, 0.01], [-0.01, 0.01, 0.00], [0.03, 0.01, 0.00], [0.01, -0.06, -0.01], [-0.03, 0.03, 0.01], [0.00, -0.06, 0.00], [0.04, 0.04, 0.02], [0.00, 0.00, 0.01], [-0.01, -0.02, -0.03], [0.00, -0.01, -0.01], [0.00, -0.01, 0.00], [0.00, 0.00, 0.00], [-0.01, -0.01, -0.01], [0.00, 0.00, 0.00], [0.00, 0.00, 0.01], [0.01, 0.00, 0.00], [0.09, -0.04, 0.03], [-0.01, -0.02, 0.00], [-0.06, 0.04, 0.08], [0.03, -0.02, -0.06], [-0.01, -0.01, 0.04], [0.01, 0.01, -0.02], [0.00, 0.00, 0.01], [-0.01, 0.01, -0.02], [0.01, -0.01, 0.02], [0.03, 0.01, -0.01], [-0.01, -0.03, -0.01], [0.01, 0.02, 0.01], [0.00, -0.01, -0.01], [0.00, 0.00, 0.01], [0.00, 0.01, -0.02], [0.00, 0.00, -0.01], [0.00, 0.00, 0.00], [0.00, 0.00, 0.00], [0.00, 0.00, 0.00], [0.00, 0.00, 0.00], [0.00, 0.01, 0.00], [0.00, 0.00, 0.00], [0.00, 0.00, 0.00], [0.00, 0.00, 0.00], [0.00, 0.00, 0.01], [-0.01, -0.04, 0.00], [-0.07, 0.02, -0.06], [-0.01, 0.00, -0.01], [0.02, -0.01, -0.01], [0.00, 0.01, 0.01], [0.00, 0.00, -0.01], [0.01, 0.00, 0.00], [0.00, -0.01, -0.01], [0.13, -0.04, -0.12], [0.02, 0.04, 0.04], [0.01, -0.03, -0.01], [-0.01, 0.00, 0.00], [-0.01, 0.02, -0.05], [-0.02, 0.08, 0.19], [0.00, 0.07, -0.03], [0.03, 0.01, -0.02], [-0.01, 0.01, 0.00], [0.00, 0.00, 0.01], [0.00, 0.00, -0.01], [0.00, -0.01, 0.01], [0.00, 0.00, -0.01], [-0.01, 0.01, 0.05], [0.02, 0.00, -0.03], [-0.01, 0.00, 0.00], [0.00, -0.01, 0.00], [0.01, 0.01, -0.02], [0.02, -0.02, 0.02], [-0.02, 0.02, 0.02], [0.02, 0.00, 0.01], [-0.01, 0.01, 0.00], [0.00, 0.00, 0.00], [0.00, 0.00, 0.00], [0.00, 0.00, 0.00], [0.00, -0.01, 0.00], [0.01, -0.01, 0.00], [0.00, 0.00, 0.00], [0.00, 0.00, -0.01], [0.00, 0.01, 0.00], [0.03, -0.02, 0.02], [-0.01, 0.01, 0.00], [0.00, 0.00, 0.00], [0.00, 0.00, 0.00], [0.00, 0.00, 0.00], [-0.01, -0.01, 0.00], [-0.01, 0.00, 0.00], [0.00, 0.00, 0.00], [0.00, 0.00, 0.00], [0.00, 0.00, 0.01], [-0.01, 0.01, 0.00]], "mulliken_charge": [1.16, -1.10, 0.69, -0.36, -0.52, -1.05, -1.17, 0.69, 0.90, -0.13, -0.49, -1.04, 0.08, 0.70, 0.45, 0.43, 0.28, 0.56, 0.44, 0.22, 0.33, -0.50, 0.22, 0.24, -0.51, -0.67, -0.44, -0.74, -0.15, 0.16, -0.25, -0.79, -0.45, -0.74, -0.06, 0.45, 0.41, 0.39, 0.40, 0.53, 0.52, 0.41, 0.40, 0.41, 0.54, -1.29, 0.82, 1.21, -0.38, -0.94, -0.65, -0.91, -0.78, 0.77, -0.78, -0.90, -0.30, -1.18, -0.52, -0.17, 0.73, -0.19, -0.71, -0.47, -0.62, -0.54, 0.58, -0.41, -0.83, -0.42, -0.77, -0.16, 0.81, 0.86, 0.09, 0.49, 0.41, 0.45, 0.37, 0.52, 0.49, 0.60, 0.47, 0.32, 0.31, 0.40, 0.38, 0.40, 0.35, 0.47, 0.44, 0.44, 0.46, 0.41]}